Entry 1:
A cluster of 4 separate species, C37H70BrFN2O11P in total, computed with ωB97M-V/def2-TZVPD.

Properties
electronic energy	-5403.29230	Ha
LUMO energy	-3.91	eV
multiplicity	1
frontier orbital gap	7.09	eV
charge	+1

XYZ file:
```
123
Properties=species:S:1:pos:R:3:forces:R:3:mulliken_charge:R:1
C 2.714 5.039 4.389 0.2 -0.5 0.9 -0.547
C 4.106 4.171 4.573 0.2 -0.1 0.0 -0.295
C 5.262 4.550 3.430 -0.8 -1.2 0.0 -0.835
C 4.694 3.900 2.010 0.4 0.6 0.8 0.669
C 5.811 4.001 0.812 -0.8 0.3 0.0 -0.807
C 5.406 3.090 -0.491 0.9 0.9 -0.6 -0.438
C 3.908 3.457 -1.121 1.1 -1.2 0.1 -0.704
C 2.842 2.386 -0.481 -0.2 0.3 0.1 0.506
C 1.353 3.073 -0.144 1.3 1.0 -1.0 -0.693
C 0.855 2.867 1.378 1.4 0.4 0.1 -0.484
C -0.175 1.686 1.756 -2.0 2.3 2.3 -1.606
N 0.444 0.287 1.916 -1.4 1.3 0.9 0.795
C 0.733 -0.460 0.677 1.0 -2.4 -3.0 -0.033
O 2.071 -0.653 0.202 -0.5 1.8 1.4 -0.079
C 3.168 -0.768 1.099 3.3 -1.6 0.6 -0.043
C 3.525 -2.311 1.638 1.3 0.8 -0.1 -0.188
C 5.182 -2.538 1.625 -0.4 -0.6 1.2 -0.389
C 5.472 -3.780 2.706 0.2 0.0 0.4 -0.873
P -0.019 -2.248 0.932 -0.7 -1.7 -2.5 0.446
O 0.812 -3.215 -0.306 -0.7 1.4 3.3 -0.258
Br 0.364 -3.040 3.019 0.5 0.4 -0.5 -0.262
C -0.071 0.077 -0.689 1.1 -0.4 0.0 -1.333
C -1.405 0.954 -0.456 -1.1 -0.1 -2.9 -0.099
C -2.640 0.028 -1.057 -0.4 -0.1 0.2 -0.783
O -2.471 -0.196 -2.534 3.3 4.5 3.1 -0.132
O -3.142 -1.253 -2.894 -1.7 -4.9 -0.5 -0.444
C -1.650 1.658 0.983 1.2 0.6 -0.3 2.291
C -1.981 3.267 0.737 -0.4 1.1 0.3 -0.858
C -3.522 3.649 0.385 -0.5 1.3 -0.8 -0.640
C -3.985 3.260 -1.176 2.2 0.4 -3.8 0.548
O -3.207 3.477 -2.240 -5.2 -1.7 7.2 -0.534
O -5.325 2.601 -1.284 2.7 2.6 0.3 -0.299
C -2.794 0.986 1.951 -0.1 -2.4 6.7 -0.751
O -2.605 0.601 3.247 0.6 2.5 -8.1 -0.576
N -4.276 0.754 1.578 1.4 -2.0 0.9 -0.003
C -4.713 -0.596 2.172 -4.8 -0.5 6.4 0.543
O -5.536 -0.588 3.239 5.8 -0.3 -8.0 -0.484
F -4.336 -1.920 1.625 -0.6 4.9 1.1 -0.198
H 2.554 5.625 5.408 0.1 -1.1 -2.4 0.314
H 1.822 4.264 4.255 1.7 1.9 0.2 -0.063
H 2.759 5.781 3.484 -0.1 -1.4 1.8 0.241
H 3.801 3.030 4.454 0.9 2.2 0.2 0.099
H 4.519 4.284 5.682 -0.8 -0.1 -2.5 0.358
H 5.460 5.706 3.362 -0.5 -2.3 0.1 0.298
H 6.269 3.996 3.673 -1.9 1.2 -0.3 0.343
H 4.405 2.777 2.282 0.7 2.3 -0.8 -0.266
H 3.702 4.501 1.743 2.0 -1.4 0.3 -0.064
H 5.819 5.129 0.447 0.2 -2.3 0.8 0.255
H 6.883 3.724 1.246 -2.3 0.5 -1.1 0.306
H 6.211 3.340 -1.336 -1.7 -0.7 1.9 0.321
H 5.528 1.955 -0.229 -0.5 2.0 -0.6 0.136
H 3.659 4.582 -0.912 0.4 -2.2 -0.4 0.336
H 3.992 3.260 -2.290 -0.4 0.7 2.5 0.362
H 2.736 1.507 -1.262 0.2 1.7 1.9 0.217
H 3.309 1.976 0.538 -1.1 0.8 -2.3 -0.833
H 1.555 4.244 -0.281 -0.6 -2.5 0.4 0.533
H 0.605 2.794 -0.997 1.2 0.5 1.9 0.245
H 0.499 3.935 1.778 0.4 -2.7 -0.7 0.561
H 1.844 2.658 2.020 -2.1 0.4 -1.3 0.038
H -0.467 1.959 2.887 0.6 -0.8 -2.4 0.311
H 1.198 0.420 2.621 0.0 -0.6 -0.9 0.704
H -0.310 -0.255 2.440 0.9 0.6 -0.5 0.554
H 4.154 -0.473 0.486 -2.5 -0.4 1.1 0.110
H 3.210 -0.094 2.051 -0.6 -0.8 -1.7 0.066
H 3.215 -2.380 2.764 0.3 -0.2 -2.3 0.264
H 3.094 -3.150 0.948 0.5 1.7 1.5 -0.246
H 5.769 -1.616 2.055 -1.3 -1.6 -1.0 0.307
H 5.594 -2.795 0.553 -0.9 0.6 2.2 0.354
H 6.337 -3.482 3.471 -1.8 -0.8 -1.9 0.284
H 4.528 -4.008 3.386 1.9 0.6 -1.5 0.243
H 5.742 -4.784 2.167 -0.4 2.0 1.0 0.220
H 1.129 -4.081 0.087 -0.4 0.5 -0.7 0.208
H 0.730 0.654 -1.361 -1.7 -1.2 1.8 -0.138
H -0.293 -0.914 -1.319 0.2 2.2 1.4 0.691
H -1.342 1.856 -1.241 -0.1 -2.0 1.8 0.439
H -2.539 -1.035 -0.572 -0.6 1.9 -0.6 0.379
H -3.699 0.510 -0.960 2.0 -1.0 0.3 0.132
H -2.585 -2.039 -2.598 -0.8 1.0 -0.6 0.322
H -1.701 3.895 1.713 -0.7 -1.6 -2.0 0.341
H -1.327 3.739 -0.144 -1.3 -1.5 1.9 0.172
H -3.561 4.845 0.382 0.2 -2.6 0.0 0.467
H -4.327 3.340 1.186 1.7 0.3 -1.8 0.325
H -6.025 3.163 -0.837 1.3 -0.8 -0.5 0.236
H -4.783 1.455 2.192 0.5 -1.3 -0.8 0.374
C -9.878 1.193 -2.595 -0.4 -0.2 -0.5 -0.583
C -8.548 1.892 -2.474 0.6 -0.1 0.1 -0.304
C -8.956 3.267 -1.990 -0.4 0.3 -0.1 -0.303
O -10.152 3.098 -1.217 0.3 -0.2 -0.2 -0.407
C -10.646 1.768 -1.425 -0.2 0.0 0.4 -0.428
H -9.806 0.103 -2.563 0.0 0.1 0.0 0.322
H -10.363 1.478 -3.536 0.0 -0.1 0.1 0.291
H -7.936 1.395 -1.712 0.0 0.0 -0.1 0.133
H -7.979 1.919 -3.406 0.0 0.0 0.1 0.377
H -9.192 3.929 -2.830 0.2 0.0 0.0 0.265
H -8.185 3.742 -1.377 -0.1 0.1 0.1 0.124
H -10.460 1.195 -0.509 -0.1 -0.1 0.0 0.261
H -11.724 1.798 -1.604 0.1 0.1 0.1 0.280
C -0.507 -2.440 -5.127 -0.6 0.1 -0.3 -0.373
C 0.099 -3.216 -3.986 0.1 0.1 0.6 0.255
C 1.097 -4.101 -4.699 0.3 -0.4 -0.3 -0.489
O 1.539 -3.381 -5.858 -0.3 0.1 0.3 -0.438
C 0.681 -2.247 -6.044 0.4 0.2 -0.2 -0.562
H -0.968 -1.497 -4.822 0.0 -0.1 -0.1 0.203
H -1.269 -3.049 -5.627 0.1 0.1 0.0 0.287
H 0.624 -2.531 -3.309 0.0 -0.1 0.0 -0.297
H -0.632 -3.781 -3.402 0.1 0.0 0.0 0.349
H 0.630 -5.031 -5.042 0.0 0.0 0.1 0.290
H 1.957 -4.353 -4.072 0.0 0.0 -0.1 0.232
H 1.249 -1.350 -5.773 -0.1 0.1 0.0 0.279
H 0.392 -2.171 -7.096 0.1 -0.1 0.1 0.307
C 2.122 -8.035 1.158 -0.2 -0.2 0.6 -0.605
C 1.837 -8.429 -0.269 0.3 -0.3 -0.5 -0.574
C 1.137 -7.199 -0.804 -0.6 0.1 -0.4 -0.516
O 1.667 -6.074 -0.089 0.0 0.2 0.3 -0.348
C 2.432 -6.560 1.023 0.4 0.3 0.1 -0.213
H 2.936 -8.602 1.616 -0.1 0.1 0.0 0.352
H 1.221 -8.173 1.767 0.1 0.0 0.0 0.279
H 2.781 -8.585 -0.805 -0.1 0.0 0.0 0.269
H 1.236 -9.337 -0.363 0.1 0.2 0.0 0.353
H 0.060 -7.240 -0.611 0.0 -0.1 -0.1 0.310
H 1.295 -7.060 -1.877 0.0 0.1 0.1 0.244
H 3.491 -6.397 0.796 0.0 0.0 0.1 0.184
H 2.176 -5.993 1.922 0.0 0.1 -0.1 0.205
```
Positions in Å, forces in eV/Å.


Entry 2:
A cluster of 11 separate species, C37H71Cl20N2O2S2 in total, computed with ωB97M-V/def2-TZVPD.

Properties
electronic energy	-11712.54008	Ha
LUMO energy (alpha / beta)	-0.04 / -0.04	eV
multiplicity	2
frontier orbital gap (alpha / beta)	7.85 / 7.92	eV
charge	0

XYZ file:
```
134
Properties=species:S:1:pos:R:3:forces:R:3:mulliken_spin:R:1
C 1.139 -0.224 -0.274 0.1 -0.7 -0.3 0.011
C 1.401 -0.061 -1.779 -0.1 -0.2 1.0 -0.030
C 2.578 -0.972 -2.112 0.3 0.4 0.1 0.001
C 0.126 -0.458 -2.520 0.1 -0.1 -0.6 0.081
C 0.078 -0.054 -4.009 0.1 0.1 -0.1 -0.029
C -1.353 0.205 -4.520 0.2 -0.3 -0.3 -0.005
C -2.434 -0.790 -4.070 -0.3 0.2 -0.2 0.000
C -3.659 -0.217 -3.335 -0.2 -0.2 0.1 0.000
S -3.236 1.045 -2.087 0.4 0.2 0.2 0.002
C -4.520 2.304 -2.122 -1.1 -0.1 -0.6 0.000
S -5.820 2.150 -1.142 0.1 0.0 0.3 0.000
N -4.406 3.435 -2.921 1.7 -0.3 0.7 0.000
C -3.336 3.412 -3.933 -0.2 0.3 0.0 -0.004
C -2.058 4.009 -3.381 -0.1 -0.1 -0.5 0.004
O -2.240 5.414 -3.337 0.1 0.1 0.4 0.000
C -3.468 5.795 -2.724 0.1 0.1 -0.1 0.000
C -4.286 4.676 -2.085 -0.8 0.2 -0.3 0.001
C 0.967 1.153 -4.448 -0.2 -0.6 0.3 0.039
C 1.962 1.764 -3.430 0.6 1.0 -0.6 -0.012
C 3.419 1.437 -3.830 -0.3 -0.1 0.5 0.059
C 1.834 3.294 -3.513 0.1 -0.2 -0.5 -0.011
N 1.683 1.375 -2.029 -1.0 -0.3 -0.5 0.348
O 0.862 2.148 -1.410 0.3 0.1 0.1 0.532
H 1.180 -1.297 -0.069 -0.1 0.0 0.1 0.001
H 0.145 0.104 0.004 0.1 0.3 0.2 0.005
H 1.926 0.234 0.323 -0.1 0.2 0.0 -0.005
H 3.430 -0.676 -1.497 0.1 0.0 -0.1 -0.005
H 2.886 -0.943 -3.151 -0.1 -0.2 -0.1 0.000
H 2.327 -1.989 -1.820 -0.1 -0.1 -0.2 0.000
H -0.758 -0.108 -1.989 0.1 0.3 0.1 0.007
H 0.089 -1.549 -2.489 -0.2 -0.1 0.2 0.002
H 0.433 -0.916 -4.577 0.1 -0.1 0.1 -0.004
H -1.626 1.234 -4.297 -0.1 0.0 0.3 0.006
H -1.282 0.146 -5.609 -0.1 0.2 -0.1 0.001
H -2.030 -1.604 -3.472 0.2 0.1 0.1 0.000
H -2.845 -1.251 -4.969 0.0 -0.2 0.1 0.000
H -4.413 0.178 -4.013 0.1 0.2 -0.1 0.000
H -4.132 -1.031 -2.787 -0.1 0.0 0.0 0.000
H -3.650 4.076 -4.741 -0.1 -0.1 -0.1 0.000
H -3.214 2.421 -4.355 -0.1 -0.1 0.1 0.000
H -1.797 3.596 -2.404 0.0 -0.1 0.1 0.005
H -1.238 3.811 -4.068 0.1 0.1 0.0 -0.001
H -3.233 6.495 -1.919 0.0 0.1 0.0 0.000
H -4.055 6.346 -3.461 -0.1 -0.1 -0.1 0.000
H -3.888 4.436 -1.099 0.2 -0.2 0.0 0.000
H -5.288 5.071 -1.922 0.0 0.0 0.1 0.000
H 0.325 1.951 -4.819 -0.1 0.0 0.1 -0.006
H 1.539 0.819 -5.313 0.1 0.1 -0.1 0.003
H 4.064 1.498 -2.954 0.1 -0.1 0.0 -0.027
H 3.490 0.459 -4.296 0.2 0.0 0.0 0.004
H 3.780 2.180 -4.534 0.0 0.0 -0.2 0.002
H 0.805 3.626 -3.442 0.0 0.0 0.3 0.015
H 2.466 3.796 -2.788 -0.1 0.0 0.1 0.003
H 2.189 3.575 -4.507 0.0 0.1 0.0 0.000
Cl -7.743 -2.617 -2.235 0.0 0.0 0.0 0.000
C -7.950 -2.238 -0.504 -0.1 0.0 0.0 0.000
C -6.789 -1.452 0.045 -0.1 0.2 0.0 0.000
Cl -5.286 -2.401 0.097 0.1 0.0 0.0 0.000
H -8.083 -3.177 0.027 0.0 0.0 0.0 0.000
H -8.861 -1.650 -0.412 0.0 0.0 0.0 0.000
H -7.011 -1.137 1.064 0.0 0.0 0.0 0.000
H -6.579 -0.569 -0.551 0.0 0.1 0.0 0.000
Cl -1.286 -3.948 -0.677 0.1 -0.1 -0.2 0.000
C -2.698 -4.976 -0.321 -0.1 0.1 0.1 0.000
C -2.979 -5.947 -1.435 0.0 -0.1 0.0 0.000
Cl -3.549 -5.121 -2.913 0.0 0.0 0.0 0.000
H -3.551 -4.325 -0.144 0.1 0.0 0.0 0.000
H -2.474 -5.518 0.596 0.0 0.0 -0.1 0.000
H -3.766 -6.635 -1.130 0.0 0.0 0.0 0.000
H -2.094 -6.521 -1.693 0.0 0.0 0.0 0.000
Cl -1.842 -1.615 1.533 0.0 0.0 0.1 0.000
C -2.002 -1.234 3.266 -0.1 0.0 0.0 0.000
C -0.851 -0.403 3.767 -0.1 0.1 0.1 0.000
Cl 0.689 -1.312 3.780 0.0 0.0 0.0 0.000
H -2.082 -2.171 3.809 0.1 0.0 0.0 0.000
H -2.931 -0.680 3.389 0.0 0.1 0.0 0.000
H -1.045 -0.088 4.793 0.0 -0.1 0.0 0.000
H -0.703 0.480 3.150 0.0 0.0 0.0 0.000
Cl 6.261 1.303 -6.252 0.0 0.0 0.0 0.000
C 6.956 2.946 -6.268 0.0 0.1 -0.1 0.000
C 7.496 3.349 -4.920 0.1 0.1 0.0 0.000
Cl 6.210 3.579 -3.709 0.2 0.0 -0.1 0.000
H 6.182 3.631 -6.604 0.0 0.0 0.0 0.000
H 7.762 2.942 -6.999 0.0 0.0 0.0 0.000
H 8.021 4.299 -5.011 0.0 0.0 0.0 0.000
H 8.187 2.604 -4.533 0.0 0.0 0.0 0.000
Cl 4.407 4.243 -1.110 0.0 0.1 0.2 0.000
C 3.890 3.161 0.210 -0.1 0.0 0.0 0.013
C 5.032 2.320 0.714 0.0 0.0 0.1 -0.005
Cl 5.561 1.117 -0.495 0.1 0.0 0.0 0.002
H 3.070 2.550 -0.163 0.0 0.0 -0.1 -0.004
H 3.514 3.793 1.013 0.1 0.0 0.0 0.001
H 4.719 1.765 1.597 -0.1 0.0 0.0 0.000
H 5.892 2.932 0.970 0.0 0.0 -0.1 0.000
Cl 9.081 2.923 -0.516 -0.1 0.0 0.0 0.000
C 9.837 2.800 1.092 0.1 0.0 0.0 0.000
C 8.818 2.598 2.183 0.0 -0.1 0.1 0.000
Cl 7.808 4.048 2.431 0.0 0.0 0.0 0.000
H 10.420 3.701 1.259 0.0 0.0 0.0 0.000
H 10.512 1.946 1.062 0.0 0.0 0.0 0.000
H 9.324 2.401 3.127 0.0 0.0 0.0 0.000
H 8.158 1.764 1.959 0.0 0.0 -0.1 0.000
Cl -1.581 -3.848 5.754 0.0 -0.1 0.1 0.000
C -0.429 -3.027 6.845 0.1 0.0 0.0 0.000
C -1.103 -2.486 8.074 0.0 0.1 0.1 0.000
Cl -2.199 -1.128 7.676 0.0 0.0 0.0 0.000
H 0.055 -2.237 6.277 0.0 0.0 0.0 0.000
H 0.320 -3.761 7.126 0.0 -0.1 0.1 0.000
H -0.356 -2.103 8.771 -0.2 -0.1 -0.3 0.000
H -1.689 -3.248 8.582 -0.1 0.0 -0.1 0.000
Cl -7.427 2.148 2.161 -0.1 0.0 0.0 0.000
C -6.839 3.827 2.090 0.1 0.1 -0.1 0.000
C -6.239 4.276 3.397 0.1 0.0 0.0 0.000
Cl -7.463 4.437 4.684 0.0 0.0 0.0 0.000
H -7.673 4.459 1.797 0.0 0.0 0.0 0.000
H -6.082 3.861 1.307 0.0 0.0 0.0 0.000
H -5.782 5.256 3.269 0.0 0.0 0.0 0.000
H -5.482 3.578 3.744 0.0 0.0 0.0 0.000
Cl -0.459 -8.820 -0.951 0.0 0.0 0.0 0.000
C 0.351 -8.779 0.636 0.1 0.0 0.0 0.000
C -0.615 -8.980 1.774 0.0 -0.1 0.1 0.000
Cl -1.725 -7.599 1.979 0.0 -0.1 0.0 0.000
H 0.873 -7.829 0.721 -0.1 0.0 0.0 0.000
H 1.083 -9.584 0.637 0.0 0.0 0.0 0.000
H -0.063 -9.078 2.707 0.0 0.0 0.0 0.000
H -1.219 -9.872 1.629 0.0 0.0 0.0 0.000
Cl 2.417 -4.965 8.889 -0.1 0.0 0.0 0.000
C 3.405 -3.875 9.894 0.1 0.1 0.0 0.000
C 2.610 -3.246 11.007 0.0 0.0 0.1 0.000
Cl 1.391 -2.075 10.421 0.3 -0.1 0.2 0.000
H 3.842 -3.123 9.241 0.0 0.0 0.0 0.000
H 4.204 -4.477 10.321 0.0 0.0 0.0 0.000
H 3.279 -2.692 11.663 0.0 0.0 0.0 0.000
H 2.085 -3.997 11.591 0.0 0.0 0.0 0.000
```
Positions in Å, forces in eV/Å.